Entry 1:
{
  "formula": "C9H4BrMgNO4",
  "method": "the ωB97M-V functional and the def2-TZVPD basis",
  "lumo_ev": -9.17,
  "molar_mass_g_mol": 294.34,
  "e_homo_ev": -15.97,
  "gap_ev": 6.80,
  "charge": 2,
  "e_tot_ev": -94547.5007,
  "elements": ["O", "C", "Mg", "O", "C", "C", "O", "C", "O", "Br", "C", "C", "C", "C", "N", "C", "H", "H", "H", "H"],
  "coordinates": [[0.25, -3.02, -1.84], [0.22, -1.86, -1.86], [-0.10, 0.12, -1.74], [-2.47, 0.12, -5.03], [-1.72, 0.11, -4.14], [2.17, 0.12, -2.15], [3.30, 0.12, -2.33], [0.22, 2.10, -1.80], [0.25, 3.26, -1.76], [-0.35, -2.91, 3.35], [-0.25, -1.24, 2.47], [-0.31, -0.06, 3.20], [-0.22, 1.15, 2.52], [-0.08, 1.16, 1.13], [-0.03, 0.00, 0.47], [-0.10, -1.19, 1.07], [-0.42, -0.08, 4.27], [-0.26, 2.10, 3.05], [-0.02, 2.12, 0.61], [-0.06, -2.13, 0.52]]
}

Entry 2:
{
  "formula": "C8H13N3O6",
  "method": "the ωB97M-V functional and the def2-TZVPD basis",
  "lumo_ev": 0.26,
  "molar_mass_g_mol": 247.21,
  "e_homo_ev": -9.79,
  "gap_ev": 10.05,
  "smiles": "NC(=O)C[C@H](NC(=O)[C@@H](N)CC(=O)O)C(=O)O",
  "de_lowest_kcal_mol": 24.4,
  "e_tot_ev": -25263.4355,
  "elements": ["N", "C", "O", "C", "C", "N", "C", "O", "C", "N", "C", "C", "O", "O", "C", "O", "O", "H", "H", "H", "H", "H", "H", "H", "H", "H", "H", "H", "H", "H"],
  "coordinates": [[-0.56, 2.85, 0.12], [-1.46, 1.91, -0.11], [-2.12, 1.75, -1.17], [-1.61, 1.01, 1.17], [-1.70, -0.51, 0.87], [-0.59, -1.08, 0.22], [0.64, -1.14, 0.88], [0.81, -1.03, 2.08], [1.87, -1.42, 0.04], [1.66, -1.78, -1.40], [2.72, -0.16, 0.18], [2.08, 1.10, -0.30], [2.25, 2.19, 0.24], [1.29, 0.84, -1.31], [-2.98, -0.70, -0.01], [-4.06, -0.31, 0.30], [-2.72, -1.40, -1.22], [-0.35, 3.30, -0.76], [0.13, 2.87, 0.90], [-2.53, 1.24, 1.70], [-0.79, 1.10, 1.87], [-1.79, -1.09, 1.80], [-0.52, -1.03, -0.79], [2.59, -2.15, 0.44], [0.82, -2.35, -1.46], [2.48, -2.18, -1.77], [3.08, 0.07, 1.21], [3.51, -0.26, -0.48], [1.45, -0.10, -1.61], [-3.60, -1.52, -1.62]]
}